# 1
Here is C22H20BrN6O2Pt as an isolated structure at a distorted geometry from OMol25. Energies are from ωB97M-V/def2-TZVPD.

```
52
Properties=species:S:1:pos:R:3:mulliken_charge:R:1
Pt -0.99006 0.30436 -0.52780 0.78
O 2.13461 4.90304 0.47710 -0.55
C 2.03605 4.47726 -0.81193 0.69
C 2.82358 5.00594 -1.82641 -0.75
C 2.71483 4.53128 -3.11991 -0.59
C 1.81069 3.52547 -3.40922 -0.81
C 1.00145 3.01638 -2.40831 0.06
C 1.11100 3.47466 -1.10742 -0.07
C 0.20536 2.93838 0.00412 0.41
O -0.92439 2.39139 -0.43221 -0.76
N 1.00066 1.99488 0.82928 -0.21
N 0.37552 0.90667 1.24181 -0.26
C 0.73322 0.22185 2.27074 -0.16
C 0.09467 -0.99546 2.67053 0.31
Br -1.50276 -1.39929 1.64149 -0.08
C 0.58151 -1.76860 3.66934 -0.47
C 0.16284 -3.01036 4.27847 1.07
C 1.11755 -3.70775 5.03843 -0.50
C 0.80348 -4.89864 5.66051 -0.58
C -0.47999 -5.41659 5.56620 -0.43
C -1.43453 -4.73706 4.82654 -0.71
C -1.12532 -3.54851 4.19430 -0.47
H 2.76593 5.63154 0.53455 0.32
H 3.51151 5.80716 -1.60262 0.30
H 3.35003 4.94321 -3.88986 0.39
H 1.71991 3.16738 -4.42141 0.40
H 0.26170 2.25763 -2.62230 0.17
H -0.02454 3.80899 0.65889 0.37
H 1.73095 2.40405 1.40761 0.29
H 1.55712 0.55626 2.90055 0.38
H 1.52145 -1.40273 4.07513 0.23
H 2.11425 -3.30137 5.14316 0.33
H 1.56114 -5.41896 6.22640 0.39
H -0.73588 -6.33102 6.08049 0.39
H -2.43910 -5.12172 4.75123 0.39
H -1.90060 -3.01747 3.67038 0.30
N -1.71712 -2.60622 -3.54499 -0.04
C -1.23344 -3.55467 -2.69159 -0.63
C -0.77213 -2.89168 -1.59134 -0.28
N -0.96856 -1.55857 -1.75944 -0.24
C -1.54706 -1.40456 -2.95035 0.50
C -1.91624 -0.08495 -3.36641 0.16
N -2.14869 0.82075 -2.42305 -0.43
C -2.35151 2.00313 -3.05110 -0.44
C -2.23988 1.81466 -4.40007 -0.36
N -1.97190 0.49048 -4.59265 -0.07
H -2.16578 -2.78743 -4.42793 0.20
H -1.24745 -4.59666 -2.93173 0.42
H -0.31638 -3.29797 -0.71042 0.50
H -2.53355 2.90251 -2.50061 0.46
H -2.32907 2.50269 -5.21281 0.47
H -1.78508 0.05625 -5.48339 0.21
```

Its total charge is +1. The value obtained for the energy above the lowest of the compared OMol25 structures with the same formula, charge and spin is 51.57 kJ/mol. The calculation puts the molar mass at 675.4 g mol⁻¹. The electronic energy is -109455.048 eV. Its multiplicity is 3. The gap between HOMO and LUMO (alpha / beta) comes out at 7.57 / 6.34 eV.

# 2
Here is C36H49Cl30N2O10P3S2 as an isolated structure at a distorted geometry from OMol25. Energies are from ωB97M-V/def2-TZVPD.

```
132
Properties=species:S:1:pos:R:3:mulliken_charge:R:1
C -4.47732 -6.36161 1.55391 -0.97
C -3.22028 -5.39192 1.73429 0.75
C -3.29030 -3.93746 1.15968 -1.00
C -2.08972 -2.95627 1.36598 0.40
C -0.79629 -3.27327 2.12441 1.10
C 0.49152 -2.44112 2.42508 -2.51
C 0.49476 -0.83603 2.57367 0.92
P -0.81738 -0.67119 3.87416 0.10
O -2.43965 -0.75105 3.59770 -0.58
O -0.42814 -1.36689 5.37513 -0.42
O 1.76330 -0.71857 3.36932 -0.63
S 1.88698 0.65301 4.25669 0.74
O 3.13652 0.50639 5.12135 -0.71
O 2.19093 1.91154 3.17181 -0.62
C 0.82067 2.43819 2.81896 -0.64
P 1.40630 4.27828 2.64746 0.46
N 0.26790 5.37804 2.82464 -0.73
P 0.16714 2.42757 4.61120 0.42
C -1.42438 3.36221 5.02184 -1.08
O 1.23534 3.45499 5.57620 -0.49
C 0.13132 1.71588 1.55795 3.62
C 0.69227 2.50986 0.28570 0.37
C 0.10770 3.68825 -0.51448 -1.62
O 0.05150 5.05648 -0.08491 0.02
C -0.72104 5.80398 -1.03536 -0.13
O -1.80705 6.34404 -0.70151 -0.52
C -1.45434 1.83877 1.82619 -0.87
S -2.46755 3.26173 1.34884 1.36
O -3.62443 3.43751 2.34647 -0.77
O -3.20983 3.07960 0.01512 -0.67
C 0.57928 0.12684 1.23992 2.10
C 2.10424 -0.06943 0.75654 -2.30
C 2.79401 0.12711 -0.61868 1.40
C 3.93748 1.32497 -0.57369 -1.33
C 2.20481 0.30530 -2.06785 -0.80
C -0.20347 -0.51330 -0.05064 0.51
C 0.27376 -1.92764 -0.59178 0.18
C -0.42756 -2.50131 -1.83203 -0.94
C -1.50286 -1.56039 -2.39197 -0.76
N -1.97427 -0.28260 -2.06453 -0.64
C -1.28742 0.17111 -0.90655 -0.15
C -0.75708 -4.76629 2.66344 -0.84
C -1.91422 -5.76408 2.48986 -0.92
H -5.32131 -5.90241 2.19686 0.24
H -4.87951 -6.42031 0.49012 0.26
H -4.27263 -7.39134 2.02983 0.28
H -4.23632 -3.59755 0.60249 0.20
H -2.22254 -1.90435 0.96069 0.29
H 0.73652 -2.79250 3.51384 0.84
H 1.42111 -2.87691 1.88016 0.48
H -2.80517 -0.59512 2.70582 0.39
H -1.09721 -2.06998 5.60438 0.37
H 2.09277 4.55208 1.41731 0.09
H 2.41622 4.58948 3.64997 0.15
H -0.61731 4.87592 2.93820 -0.01
H -2.38832 2.97252 4.56284 0.30
H -1.34031 4.51692 4.94985 0.37
H -1.56030 3.19065 6.16420 0.48
H 0.96687 3.23087 6.50312 0.35
H 1.83394 2.63392 0.44581 0.47
H 0.70315 1.75658 -0.59848 -1.24
H -0.93699 3.40647 -0.94362 0.27
H 0.72850 3.78900 -1.50417 0.39
H -0.30262 5.85060 -2.09797 0.57
H -1.77293 1.67560 2.92239 0.14
H -2.01955 0.92623 1.37639 -0.21
H -1.88665 4.51689 1.28145 0.07
H 2.89526 0.40194 1.46498 0.47
H 2.31976 -1.19023 1.00685 -0.05
H 3.53943 -0.76126 -0.78552 -0.20
H 3.49152 2.34260 -0.84808 0.25
H 4.53636 1.30768 0.39554 0.29
H 4.70052 1.09352 -1.41593 0.32
H 1.19755 -0.13145 -2.34274 0.04
H 2.11711 1.44587 -2.28022 0.21
H 2.94411 -0.06088 -2.88052 0.22
H 1.11846 -2.54070 -0.14966 0.40
H -0.14669 -3.51898 -2.26727 0.31
H -2.05822 -2.02100 -3.32850 0.84
H -1.60573 1.24978 -0.63331 -0.10
H 0.15794 -5.14404 3.25679 0.27
H -1.83962 -6.82367 2.93916 0.23
C -5.10727 -1.33368 -4.87423 -0.07
Cl -4.75145 -0.28732 -6.25705 -0.14
Cl -3.67317 -1.45979 -3.83262 0.08
Cl -6.51465 -0.71324 -3.99234 -0.09
H -5.34994 -2.32619 -5.24975 0.25
C 1.89335 8.94624 -1.80639 0.06
Cl 1.25878 10.56812 -1.49743 -0.12
Cl 3.47967 8.74418 -1.04859 -0.13
Cl 0.76226 7.71376 -1.22256 -0.04
H 2.00917 8.82272 -2.88150 0.27
C 4.94608 -2.91486 -2.75748 0.50
Cl 5.11336 -4.58063 -3.33131 -0.15
Cl 5.31885 -1.77008 -4.05380 -0.06
Cl 3.31795 -2.63334 -2.12568 0.09
H 5.65460 -2.75620 -1.94592 -0.35
C 6.86206 -1.51958 1.13707 0.01
Cl 7.74019 -2.92032 1.76568 -0.09
Cl 6.93923 -1.47887 -0.63279 -0.16
Cl 5.18001 -1.54312 1.68497 0.08
H 7.33535 -0.61689 1.52140 0.13
C -2.45300 5.60433 -4.93188 -0.06
Cl -1.85584 5.46446 -6.59191 -0.13
Cl -1.84962 4.26792 -3.93995 -0.04
Cl -1.98607 7.16489 -4.23461 -0.10
H -3.53977 5.54954 -4.95291 0.33
C 7.89325 -0.62520 -6.83504 -0.03
Cl 7.96847 -0.24788 -5.10803 -0.09
Cl 8.19464 -2.34688 -7.10895 -0.11
Cl 6.32525 -0.15384 -7.50625 -0.11
H 8.66885 -0.05638 -7.34414 0.36
C -9.50935 -6.78121 1.30161 -0.03
Cl -8.70850 -7.04511 -0.25634 -0.12
Cl -9.12067 -8.08689 2.43122 -0.13
Cl -9.05663 -5.21251 1.98409 -0.09
H -10.58510 -6.78139 1.13600 0.35
C -8.29148 -3.43802 -1.95295 -0.04
Cl -8.87054 -1.77720 -1.78628 -0.13
Cl -6.81031 -3.67906 -1.01625 -0.01
Cl -9.54884 -4.57753 -1.44724 -0.11
H -8.06641 -3.62228 -3.00185 0.28
C 7.59972 -0.82110 5.20830 -0.07
Cl 7.98268 -0.05873 3.65535 -0.12
Cl 5.86303 -1.12204 5.33977 -0.04
Cl 8.50975 -2.32631 5.40328 -0.12
H 7.89078 -0.13896 6.00473 0.38
C -0.44589 -1.24705 -6.52446 0.00
Cl 1.18777 -1.45976 -7.17171 -0.13
Cl -1.59011 -2.30470 -7.36339 -0.13
Cl -0.47229 -1.56102 -4.78172 0.06
H -0.74850 -0.21469 -6.69072 0.26
```

The value obtained for the energy above the lowest of the compared OMol25 structures with the same formula, charge and spin is 0.00 kJ/mol. The calculation puts the molar mass at 1890.4 g mol⁻¹. The electronic energy is -486768.128 eV. The gap between HOMO and LUMO comes out at 6.40 eV.